{
  "formula": "C8H6N2O4Sn",
  "method": "ωB97M-V with the def2-TZVPD basis set",
  "species": ["C", "C", "H", "H", "C", "C", "H", "O", "C", "C", "H", "O", "H", "H", "O", "C", "N", "N", "O", "C", "Sn"],
  "positions_angstrom": [[-1.3361, -1.0340, 3.9355], [-0.0317, -1.9392, -0.0554], [1.6962, 1.6030, 3.8070], [-0.4183, 0.4744, 5.1955], [0.8596, 1.7768, 3.1248], [-0.0372, 1.9445, 0.0103], [-1.7101, -1.9208, 2.0001], [0.0107, -3.1276, -0.0353], [-1.9585, -0.0092, -2.3493], [1.8792, 0.0008, -0.3404], [1.2674, 1.9927, 2.1341], [-2.7193, 0.0017, -3.2533], [0.2821, 2.6337, 3.4725], [-1.8468, -1.5893, 4.6527], [0.0115, 3.1236, 0.0404], [-1.2654, -1.1945, 2.6290], [-0.5335, 0.1226, 4.2586], [-0.4157, -0.1433, 2.1765], [3.0830, 0.0057, -0.5423], [0.0193, 0.6222, 3.1124], [-0.2116, 0.0052, -0.0348]],
  "atomic_forces_ev_per_a": [[1.5943, 2.3773, 0.9279], [2.5785, -13.2978, 2.0199], [-0.0460, 0.1857, -0.0330], [0.1411, 0.1278, 0.0892], [1.2266, 1.2217, -0.3869], [2.4293, 12.0208, 2.4219], [-0.2759, -0.3828, -0.4614], [-1.0651, 7.0414, -0.9469], [-5.1796, 0.0151, -6.3329], [11.1531, 0.0709, -2.3091], [0.0264, 0.0629, 0.3059], [4.3260, -0.0454, 5.1784], [0.1562, 0.1553, -0.0054], [-0.6501, -0.6298, 1.1749], [-1.1052, -6.0116, -1.1014], [1.2474, 1.6506, -0.1269], [-0.9590, -1.6356, -0.9285], [-0.8469, -1.6104, -5.0669], [-9.5604, -0.0436, 1.6228], [-1.8063, -1.4605, 3.5497], [-3.3844, 0.1881, 0.4087]],
  "total_charge": 2,
  "gap_ev": [5.96, 5.96],
  "homo_ev": [-15.93, -15.93],
  "largest_force_ha_per_bohr": 0.2663,
  "e_tot_ha": -932.34023
}